Computed, not measured: a 14-piece molecular cluster, C32H80O14 overall at a distorted geometry, with ωB97M-V/def2-TZVPD.

ORCA input file:
```
! RIJCOSX wB97M-V def2-TZVPD def2/J DEFGRID3
* xyz 0 1
C -1.172 3.497 -3.123
O -2.371 3.246 -2.475
H -0.640 2.560 -3.285
H -1.373 3.918 -4.109
H -0.556 4.142 -2.497
H -2.840 2.582 -2.987
C 0.721 -3.805 5.220
O 0.451 -2.896 4.181
H -0.248 -4.184 5.543
H 1.339 -4.542 4.707
H 1.194 -3.273 6.045
H 0.111 -3.351 3.407
C 4.626 1.800 0.062
O 5.175 3.064 -0.289
H 4.238 1.816 1.081
H 3.793 1.591 -0.610
H 5.411 1.044 0.067
H 4.492 3.737 -0.262
C 1.743 0.155 5.637
O 1.943 -0.541 4.398
H 1.916 1.214 5.441
H 0.697 0.071 5.932
H 2.321 -0.130 6.515
H 1.297 -1.251 4.419
C -4.600 -1.498 0.759
O -5.294 -1.505 -0.446
H -4.889 -2.389 1.316
H -3.530 -1.587 0.571
H -4.806 -0.580 1.310
H -5.134 -2.305 -0.952
C -0.643 -2.456 -4.721
O -0.318 -2.104 -3.384
H 0.149 -3.072 -5.147
H -1.474 -3.158 -4.791
H -0.790 -1.581 -5.354
H -0.172 -2.934 -2.924
C -3.290 0.326 -3.611
O -3.840 1.573 -3.978
H -2.708 0.277 -2.691
H -4.084 -0.405 -3.452
H -2.580 -0.009 -4.368
H -4.361 1.343 -4.750
C -4.741 2.520 -0.602
O -3.962 3.689 -0.416
H -4.158 1.601 -0.543
H -5.538 2.390 0.130
H -5.159 2.602 -1.605
H -3.284 3.678 -1.096
C 2.800 -2.822 0.734
C 3.802 -3.965 0.793
C 3.107 -5.032 -0.030
O 1.995 -4.385 -0.639
C 2.234 -2.975 -0.680
H 3.349 -1.895 0.900
H 2.053 -2.977 1.513
H 4.038 -4.190 1.833
H 4.713 -3.733 0.241
H 2.721 -5.940 0.435
H 3.739 -5.398 -0.839
H 1.333 -2.380 -0.827
H 2.915 -2.667 -1.474
C 1.805 6.083 -1.968
C 1.144 5.707 -0.659
C 1.960 4.484 -0.182
O 3.270 4.879 -0.523
C 3.242 5.571 -1.791
H 1.844 7.144 -2.213
H 1.325 5.566 -2.799
H 0.079 5.510 -0.781
H 1.239 6.506 0.076
H 1.721 3.554 -0.698
H 1.994 4.266 0.886
H 3.447 4.902 -2.627
H 3.994 6.358 -1.736
C 3.470 -0.080 -4.493
C 3.793 1.375 -4.774
C 3.156 2.132 -3.545
O 2.471 1.097 -2.752
C 2.279 -0.099 -3.492
H 4.285 -0.584 -3.974
H 3.219 -0.710 -5.346
H 3.271 1.681 -5.681
H 4.869 1.530 -4.859
H 2.492 2.966 -3.772
H 3.964 2.556 -2.948
H 1.298 -0.097 -3.966
H 2.413 -0.995 -2.886
C -3.337 1.953 2.792
C -4.250 2.828 3.575
C -4.387 2.117 4.935
O -3.152 1.482 5.092
C -2.442 1.253 3.848
H -2.670 2.464 2.097
H -3.945 1.247 2.226
H -5.211 3.107 3.142
H -3.765 3.784 3.768
H -5.180 1.370 4.878
H -4.658 2.776 5.760
H -2.305 0.211 3.560
H -1.472 1.734 3.979
C -0.971 -6.367 1.076
C -2.007 -5.295 0.761
C -1.153 -4.052 0.956
O -0.460 -4.358 2.169
C -0.306 -5.755 2.295
H -0.293 -6.562 0.246
H -1.400 -7.315 1.400
H -2.910 -5.341 1.368
H -2.305 -5.431 -0.279
H -1.769 -3.199 1.241
H -0.519 -3.786 0.111
H -0.813 -6.138 3.180
H 0.721 -6.096 2.427
C 0.101 1.354 0.072
C 1.133 0.506 0.754
C 0.239 -0.476 1.516
O -0.960 -0.656 0.711
C -1.057 0.378 -0.265
H 0.545 1.773 -0.831
H -0.178 2.184 0.721
H 1.852 1.122 1.295
H 1.621 0.008 -0.083
H -0.133 0.034 2.405
H 0.778 -1.374 1.820
H -2.058 0.808 -0.238
H -0.825 -0.111 -1.211
*
```

ΔE to the lowest compared entry with this formula, charge and spin (kJ/mol): 0.00
Kohn-Sham gap (eV): 9.27

Computed, not measured: a 20-piece molecular cluster, C32H83Cl2N2O23PS3 overall at a distorted geometry, with ωB97M-V/def2-TZVPD.

ORCA input file:
```
! RIJCOSX wB97M-V def2-TZVPD def2/J DEFGRID3
* xyz 0 1
C 3.596 -2.795 4.634
C 3.502 -3.793 3.457
C 2.703 -3.259 2.262
O 1.387 -3.766 2.347
C 0.239 -3.067 1.995
C 0.324 -1.651 1.466
C 0.794 -0.476 2.356
C 1.512 0.588 1.539
S 0.284 1.377 0.479
C 1.242 1.946 -0.893
S 2.450 1.042 -1.530
N 0.909 3.178 -1.431
C 0.203 4.097 -0.536
C 0.921 4.665 0.511
C 0.291 5.539 1.381
C -1.053 5.853 1.236
C -1.767 5.288 0.184
C -1.139 4.425 -0.707
C 0.266 3.064 -2.733
C 0.622 3.949 -3.735
C -0.045 3.927 -4.955
C -1.069 3.005 -5.149
C -1.420 2.089 -4.156
C -0.733 2.119 -2.950
C -0.514 -3.960 0.823
O -0.077 -5.285 1.051
C -1.029 -6.323 1.153
C -1.763 -6.606 -0.150
C -0.806 -7.208 -1.184
O -2.854 -7.477 0.123
C -0.166 -3.693 -0.674
Cl 1.605 -3.665 -0.986
C -0.899 -2.527 -1.398
C -0.048 -1.672 -2.308
Cl -2.139 -3.294 -2.487
C -1.965 -3.701 1.175
O -2.893 -3.524 0.439
N -2.092 -3.646 2.569
C -0.805 -3.336 3.162
S -0.366 -4.764 4.268
P -1.203 -1.856 4.289
C -2.858 -2.240 4.959
C -0.100 -1.886 5.768
C -0.630 -2.581 7.027
H 2.987 -1.917 4.444
H 4.621 -2.477 4.812
H 3.242 -3.241 5.563
H 3.051 -4.727 3.779
H 4.518 -3.983 3.118
H 2.781 -2.176 2.245
H 3.191 -3.627 1.368
H -0.690 -1.407 1.147
H 0.927 -1.627 0.562
H 1.418 -0.813 3.180
H -0.084 -0.027 2.807
H 1.919 1.333 2.219
H 2.279 0.161 0.902
H 1.972 4.442 0.631
H 0.856 5.976 2.191
H -1.567 6.512 1.916
H -2.814 5.532 0.073
H -1.722 4.032 -1.522
H 1.401 4.677 -3.577
H 0.205 4.622 -5.738
H -1.627 2.997 -6.075
H -2.222 1.379 -4.281
H -1.001 1.444 -2.147
H -0.462 -7.215 1.420
H -1.747 -6.200 1.968
H -2.132 -5.675 -0.581
H -1.034 -6.853 -2.185
H -0.828 -8.292 -1.133
H 0.203 -6.862 -0.957
H -3.622 -7.150 -0.350
H -0.477 -4.589 -1.192
H -1.470 -1.912 -0.718
H -0.691 -0.970 -2.833
H 0.406 -2.294 -3.074
H 0.717 -1.135 -1.758
H -2.574 -4.427 2.992
H 0.865 -4.458 4.680
H -3.601 -2.052 4.195
H -2.944 -3.244 5.374
H -3.000 -1.538 5.778
H 0.069 -0.841 6.024
H 0.876 -2.288 5.504
H -1.094 -3.538 6.818
H -1.318 -1.931 7.562
H 0.192 -2.772 7.717
O -3.732 5.218 -4.838
H -2.993 4.603 -4.767
H -4.156 5.189 -3.962
O 3.912 4.854 2.005
H 4.256 5.407 2.711
H 4.548 4.905 1.282
O 0.921 -6.926 -4.109
H 0.502 -6.509 -4.873
H 1.171 -6.189 -3.541
O -1.696 6.347 4.374
H -1.268 5.582 4.772
H -2.362 6.611 5.018
O 5.154 3.104 0.231
H 5.776 3.158 -0.508
H 4.428 2.580 -0.117
O -4.437 4.705 2.453
H -3.975 5.333 3.018
H -3.829 4.572 1.718
O -2.432 0.637 -6.698
H -1.844 0.680 -7.459
H -3.069 -0.049 -6.920
O -2.330 7.808 -4.121
H -2.892 7.179 -4.604
H -2.803 8.644 -4.165
O 0.228 8.924 -2.176
H -0.308 8.388 -2.772
H -0.294 9.720 -2.037
O -4.747 5.676 -1.653
H -5.300 5.079 -1.138
H -5.122 6.544 -1.467
O 1.876 -7.641 4.332
H 1.352 -8.319 3.897
H 1.274 -6.893 4.420
O -4.137 -0.181 -2.489
H -3.543 -0.923 -2.327
H -4.688 -0.140 -1.702
O -7.418 6.708 -1.733
H -7.679 6.485 -2.633
H -8.079 6.283 -1.177
O 4.512 -1.199 -3.393
H 4.129 -2.001 -3.025
H 4.025 -0.483 -2.975
O 6.686 1.980 -2.007
H 7.240 2.187 -2.766
H 6.166 1.219 -2.290
O 5.129 -3.414 -0.333
H 4.248 -3.079 -0.518
H 5.415 -2.918 0.440
O 0.282 6.834 -4.709
H 0.843 7.606 -4.580
H -0.620 7.185 -4.664
O 1.897 -6.215 -6.580
H 2.228 -6.613 -7.390
H 2.310 -6.712 -5.864
O 3.962 -0.372 2.922
H 4.152 0.458 2.468
H 4.738 -0.563 3.460
*
```

Kohn-Sham gap (eV): 7.68

Calculated values (eV) of E_tot for the records, taken in order: -63139.30359 -151441.88124.